Entry from the Open Molecules 2025 dataset: a cluster of 17 separate species, C90H179N17O8 in total in a non-equilibrium geometry (ωB97M-V/def2-TZVPD).

```
294
Properties=species:S:1:pos:R:3
H 13.34 22.86 23.94
H 25.26 19.43 15.24
H 21.06 16.83 15.05
H 17.18 11.50 20.58
H 22.13 19.60 15.80
H 10.33 19.84 23.23
H 21.58 22.34 14.38
H 19.29 12.82 22.95
H 14.60 22.74 22.99
H 19.73 20.02 16.67
C 22.43 18.93 16.61
H 21.95 19.16 10.76
C 25.35 21.39 17.26
H 22.82 18.04 16.13
C 13.18 15.33 19.82
H 24.13 19.55 19.69
H 15.99 12.78 24.22
H 19.04 29.04 13.31
H 17.67 20.89 19.83
C 21.91 10.60 22.35
H 11.54 21.56 24.41
H 23.23 12.31 20.69
H 16.16 23.58 11.70
H 22.93 10.46 22.71
H 20.94 23.08 15.74
C 16.19 27.04 16.28
C 18.43 15.87 24.62
H 15.94 19.62 11.00
H 13.39 19.50 25.68
H 19.93 11.03 24.36
C 16.89 24.56 16.22
C 26.14 22.02 16.06
H 21.48 18.70 17.09
H 17.14 19.16 21.10
H 23.29 20.80 22.12
H 10.77 18.33 21.38
C 16.73 21.72 12.56
C 21.33 11.94 22.92
C 11.64 19.80 17.42
C 20.86 19.18 10.76
C 16.48 16.50 26.12
H 16.00 20.83 14.41
H 19.29 28.52 14.90
H 18.25 18.89 11.28
H 15.41 28.99 15.96
H 17.44 15.68 19.48
C 11.63 19.01 21.41
C 13.39 23.69 12.26
C 20.29 16.57 15.78
H 16.17 17.07 17.78
H 19.82 27.48 13.52
C 23.68 18.97 18.89
H 13.26 18.83 13.63
H 19.49 25.64 14.39
C 16.57 14.63 27.78
H 11.79 20.86 17.67
C 15.46 20.08 24.34
C 16.37 28.49 15.77
H 13.51 24.01 13.29
H 17.16 21.39 11.61
C 12.85 16.19 18.69
H 12.34 16.97 22.98
N 17.95 15.92 14.82
C 17.92 21.15 18.80
C 14.27 22.30 23.93
H 17.84 24.59 22.25
C 11.67 20.57 24.86
C 21.54 14.87 12.76
C 22.53 20.12 22.51
H 14.32 22.27 16.77
N 9.02 19.38 17.05
H 18.25 22.95 21.45
N 13.86 21.25 12.63
C 19.46 15.67 11.66
H 19.40 25.67 16.64
C 15.99 15.97 23.71
H 11.03 18.70 24.31
C 10.17 19.57 17.18
N 15.47 14.13 18.00
H 14.68 22.51 15.09
C 19.49 24.54 20.91
C 17.48 17.86 19.26
H 16.36 19.39 16.32
H 21.59 14.84 10.07
C 18.09 16.49 19.14
H 20.56 12.53 24.99
H 18.93 16.30 19.80
H 16.26 20.48 23.72
N 13.43 20.27 22.77
H 16.78 13.02 19.85
H 16.30 11.48 26.24
H 18.64 12.86 27.78
H 14.48 13.56 15.12
H 12.32 23.48 12.15
N 18.31 18.71 18.38
H 15.02 21.49 10.05
H 18.42 12.12 26.20
C 14.28 22.47 11.87
H 23.95 12.17 23.08
H 17.99 26.48 11.81
H 22.54 20.16 23.60
C 18.58 23.91 21.82
H 15.57 28.18 13.76
H 14.22 19.38 10.78
H 15.30 19.01 24.17
N 17.65 26.08 14.54
H 18.91 27.33 16.70
H 13.90 17.53 22.62
N 22.31 13.06 23.05
N 20.25 25.03 20.20
C 15.01 14.30 16.96
C 15.28 12.04 21.05
C 13.95 22.75 15.87
O 23.47 12.74 23.68
C 11.26 19.61 23.75
H 14.94 15.78 23.94
H 17.07 29.01 16.42
H 24.38 18.15 18.73
C 23.26 22.14 18.49
H 17.25 21.99 18.59
H 21.29 9.77 22.69
O 16.85 13.20 24.34
H 12.36 18.70 20.67
H 21.26 14.83 20.30
H 17.54 22.10 13.18
C 16.96 15.54 24.94
C 12.39 19.15 22.79
H 22.48 22.90 18.43
H 18.93 21.54 18.72
H 22.75 16.15 10.45
H 24.92 23.30 18.17
C 20.88 23.12 14.65
C 20.43 19.63 13.10
C 14.77 20.04 12.74
C 14.32 22.27 10.37
H 19.37 19.37 19.72
C 20.99 15.99 11.79
H 15.50 14.59 27.95
H 20.08 17.41 16.44
C 14.45 14.56 15.57
H 15.10 18.15 11.57
H 22.46 16.15 22.77
C 16.04 17.74 18.63
H 17.43 28.15 11.81
O 25.38 19.22 16.16
C 18.38 13.06 26.74
H 21.93 20.69 18.93
H 18.32 19.73 15.61
C 17.82 19.96 17.78
C 23.37 19.78 17.61
H 21.84 21.26 17.20
C 13.16 20.48 25.26
H 20.07 19.23 14.04
H 15.32 19.61 19.26
H 14.52 18.97 17.87
H 16.84 17.54 21.25
H 19.90 22.92 14.21
N 14.16 11.65 21.22
H 14.24 15.07 19.93
H 12.04 19.34 18.32
H 24.42 13.59 20.97
H 26.53 23.02 16.25
H 12.13 21.09 13.23
C 20.03 12.41 22.26
N 20.08 20.89 21.87
C 16.67 12.44 20.77
H 16.86 29.31 13.98
C 17.52 18.21 20.73
H 18.84 17.05 10.10
C 13.04 17.77 23.23
H 16.81 17.53 25.99
C 21.46 24.36 14.15
C 17.64 27.36 13.78
H 20.72 12.68 20.17
H 19.04 15.34 12.61
N 21.86 25.41 13.76
H 16.15 11.98 27.95
H 19.28 23.56 22.57
C 16.13 20.52 13.37
C 17.34 26.04 16.01
H 15.00 12.48 26.80
C 22.48 20.98 18.03
H 23.07 13.87 19.94
C 16.96 13.59 26.70
H 17.15 12.97 21.59
H 22.84 19.12 22.21
C 24.40 22.50 17.64
H 13.99 23.84 15.96
H 15.38 17.29 19.37
H 21.65 11.20 24.87
H 21.18 14.96 13.79
C 16.53 28.31 14.26
H 26.91 21.30 15.79
H 19.18 13.70 26.38
H 19.25 13.54 20.63
N 11.57 22.12 14.94
C 17.31 27.18 12.30
C 21.14 20.57 22.16
H 21.43 20.05 13.22
H 15.39 16.53 26.10
H 20.58 15.17 21.81
H 13.35 21.89 10.05
O 18.68 25.21 14.11
H 23.97 15.30 23.08
C 22.49 14.06 21.98
H 16.30 26.79 12.15
H 20.51 20.21 10.66
C 16.38 19.87 17.30
C 16.07 12.30 26.91
N 16.63 14.13 25.34
C 26.29 21.11 18.40
H 16.84 19.70 13.31
H 19.37 14.83 10.96
H 13.36 21.21 26.05
C 20.81 11.67 24.37
H 12.84 14.31 19.66
C 20.31 18.50 12.05
H 15.32 26.57 15.81
H 16.02 27.17 17.35
O 12.52 20.89 12.38
H 16.07 17.02 23.40
O 19.59 18.88 18.92
H 23.65 15.82 21.45
C 23.18 15.43 22.35
H 15.55 23.31 13.36
N 24.70 20.18 16.89
H 22.76 18.61 19.35
H 19.59 11.47 21.93
H 17.99 16.06 27.58
H 17.56 16.49 11.04
H 14.13 19.64 14.88
C 18.68 20.24 16.50
H 17.16 14.47 28.68
C 14.25 19.18 13.89
C 15.04 19.24 11.48
H 23.55 22.05 19.54
H 18.22 18.14 12.84
H 16.54 16.76 28.26
H 23.91 22.89 16.75
H 15.11 15.22 15.01
C 18.55 26.32 16.88
H 22.62 14.85 12.86
H 16.33 24.54 17.16
H 21.25 16.46 9.56
N 12.59 16.85 17.74
H 15.66 20.12 25.41
H 17.69 23.83 16.34
H 27.06 20.42 18.04
H 12.21 19.77 16.49
H 25.87 20.54 19.23
H 13.27 17.67 24.29
H 11.00 20.52 25.71
H 25.59 22.07 15.12
H 19.16 15.97 25.43
H 18.54 21.28 16.19
H 18.50 16.88 24.21
H 16.20 15.34 22.85
H 18.54 18.20 21.13
C 21.70 15.88 10.37
H 14.82 18.27 14.11
H 18.36 26.10 17.93
H 21.34 13.85 12.44
C 18.99 16.23 15.24
C 18.59 16.85 11.14
H 18.89 15.18 23.92
C 12.61 22.40 15.32
C 23.35 13.38 20.87
C 15.51 19.13 18.30
H 11.31 20.01 21.13
C 20.23 13.23 20.98
H 21.96 10.45 21.27
H 19.89 20.55 12.87
H 14.46 23.14 9.73
H 13.55 24.59 11.66
O 22.48 17.54 12.80
O 14.36 20.18 21.75
C 14.05 20.74 24.01
C 19.03 28.13 13.91
C 15.69 22.86 12.37
H 13.43 14.94 15.63
H 14.07 20.85 21.14
H 20.56 18.73 9.81
H 18.28 16.24 18.10
H 20.67 15.68 16.28
H 16.27 24.16 15.42
C 18.75 18.13 11.89
H 26.77 21.97 18.87
H 22.86 17.87 11.98
H 15.92 20.84 17.10
H 14.95 22.69 24.70
N 21.14 17.29 12.44
C 21.15 14.40 21.30
C 16.90 16.05 27.52
H 12.91 15.71 20.81
```

## Properties
- Calculated total energy: -5068.7683 a.u.
- Multiplicity: 1
- HOMO-LUMO gap: 8.06 eV